Entry 1:
DFT (ωB97M-V/def2-TZVPD) results for H14LiO7 as an isolated structure.

Properties
Total charge ... +1
ΔE to the lowest compared entry with this formula, charge and spin ... 0.451 eV
2S+1 ... 1
Kohn-Sham gap ... 10.054 eV
LUMO energy ... -3.668 eV

Atoms and positions in Å:
1 Li -8.169 18.046 13.955
2 O -9.296 17.950 15.786
3 H -8.719 18.432 16.383
4 H -10.094 18.523 15.783
5 O -7.058 18.269 12.207
6 H -6.119 18.249 12.387
7 H -7.205 19.131 11.823
8 O -9.780 18.492 12.788
9 H -10.622 18.116 12.855
10 H -9.937 19.404 12.430
11 O -7.474 19.982 14.282
12 H -6.993 20.644 13.781
13 H -8.060 20.459 14.804
14 O -8.696 15.990 13.586
15 H -8.547 15.832 14.507
16 H -7.999 15.611 13.109
17 O -9.286 16.797 10.545
18 H -9.220 15.845 10.660
19 H -8.977 17.115 11.386
20 O -6.512 17.194 14.992
21 H -5.698 16.861 14.583
22 H -6.172 17.860 15.562

***

Entry 2:
DFT (ωB97M-V/def2-TZVPD) results for C31H32NO6PV as an isolated structure.

Properties
Total charge ... +2
2S+1 ... 2
<S²> ... 0.764
Kohn-Sham gap (spin up / spin down) ... 6.965 / 7.293 eV
LUMO energy (spin up / spin down) ... -7.064 / -6.799 eV

Atoms and positions in Å:
1 V 0.818 0.784 1.648
2 C -0.775 2.633 5.060
3 C -0.955 2.458 3.561
4 C -1.991 3.389 2.966
5 O 0.335 2.641 2.891
6 C -1.302 1.002 3.251
7 O -2.373 0.513 3.131
8 O -0.140 0.266 3.095
9 H -0.499 3.664 5.279
10 H 0.002 1.970 5.437
11 H -1.710 2.414 5.576
12 H -1.789 4.420 3.260
13 H -2.978 3.118 3.334
14 H -1.993 3.311 1.879
15 H 0.489 3.583 2.754
16 C -3.480 1.245 -5.205
17 O -2.048 1.480 -5.132
18 C -1.402 1.272 -4.033
19 C -0.022 1.467 -4.032
20 C 0.840 1.364 -2.941
21 C 0.788 1.116 -1.541
22 C 2.013 1.356 -0.885
23 C 3.283 1.807 -1.549
24 O 2.170 1.210 0.403
25 C -0.530 0.817 -0.751
26 O -0.385 1.467 0.519
27 C -1.991 0.751 -2.793
28 H -3.692 1.132 -6.262
29 H -3.995 2.115 -4.806
30 H -3.741 0.342 -4.661
31 H 0.423 1.733 -4.982
32 H 1.853 1.562 -3.267
33 H 3.153 2.753 -2.073
34 H 3.640 1.064 -2.265
35 H 4.040 1.933 -0.782
36 H -1.849 -0.325 -2.729
37 N 2.134 -0.824 2.767
38 C 1.431 -2.110 2.784
39 C 1.548 -2.966 3.864
40 C 0.889 -4.187 3.848
41 C 0.131 -4.568 2.749
42 C 0.016 -3.719 1.661
43 C 0.643 -2.477 1.687
44 P 0.654 -1.248 0.394
45 C 1.825 -1.755 -0.877
46 C 3.199 -1.709 -0.642
47 C 4.083 -2.154 -1.612
48 C 3.600 -2.647 -2.818
49 C 2.233 -2.697 -3.053
50 C 1.344 -2.252 -2.086
51 C -0.835 -0.656 -0.401
52 C -2.026 -1.237 -0.191
53 C -3.400 -0.793 -0.419
54 C -3.844 0.271 -1.088
55 C -3.034 1.262 -1.823
56 C -1.570 1.502 -1.574
57 H 3.085 -0.960 2.431
58 H 2.219 -0.492 3.726
59 H 2.155 -2.684 4.716
60 H 0.979 -4.850 4.697
61 H -0.367 -5.527 2.739
62 H -0.559 -4.025 0.797
63 H 3.592 -1.312 0.286
64 H 5.148 -2.119 -1.425
65 H 4.291 -2.998 -3.572
66 H 1.857 -3.089 -3.988
67 H 0.278 -2.295 -2.275
68 H -1.988 -2.214 0.281
69 H -4.143 -1.435 0.036
70 H -4.915 0.433 -1.113
71 H -3.562 2.167 -2.095
72 H -1.295 2.533 -1.769

***

Entry 3:
DFT (ωB97M-V/def2-TZVPD) results for an isolated molecule of C8H6N2.

Properties
Total charge ... 0
SMILES ... c1ccc2nccnc2c1
ΔE to the lowest compared entry with this formula, charge and spin ... 0.379 eV
2S+1 ... 1
Kohn-Sham gap ... 8.795 eV
LUMO energy ... -0.358 eV

Atoms and positions in Å:
1 C -2.248 0.669 0.079
2 C -2.180 -0.698 -0.005
3 C -1.057 -1.389 -0.091
4 C 0.238 -0.710 -0.023
5 N 1.415 -1.365 -0.019
6 C 2.582 -0.696 -0.013
7 C 2.454 0.711 0.043
8 N 1.317 1.399 -0.152
9 C 0.156 0.658 -0.066
10 C -1.075 1.373 0.012
11 H -3.122 1.168 0.046
12 H -3.121 -1.335 -0.105
13 H -1.148 -2.429 -0.008
14 H 3.547 -1.109 0.206
15 H 3.322 1.346 0.164
16 H -1.080 2.407 -0.066

***

Entry 4:
DFT (ωB97M-V/def2-TZVPD) results for a 2-piece molecular cluster, C5H12IN2 overall.

Properties
Total charge ... +1
ΔE to the lowest compared entry with this formula, charge and spin ... 3.846 eV
2S+1 ... 1
Kohn-Sham gap ... 9.325 eV
LUMO energy ... -3.722 eV

Atoms and positions in Å:
1 C 2.355 0.680 1.697
2 C -1.760 -1.605 -0.551
3 C -1.961 -0.156 -1.170
4 C -0.586 0.466 -1.395
5 C 1.608 0.121 -0.254
6 N 1.249 0.587 2.535
7 N 0.353 0.215 -0.328
8 I 2.867 2.541 0.770
9 H 3.289 -0.041 1.583
10 H -1.202 -1.905 0.303
11 H -2.835 -1.721 -0.313
12 H -1.457 -2.406 -1.380
13 H -2.578 0.437 -0.556
14 H -2.478 -0.329 -2.124
15 H -0.228 -0.024 -2.361
16 H -0.637 1.573 -1.606
17 H 2.425 0.151 -1.039
18 H 0.901 -0.223 3.040
19 H -0.126 0.193 0.551
20 H 0.800 1.445 2.599

***

Entry 5:
DFT (ωB97M-V/def2-TZVPD) results for a 8-piece molecular cluster, C39H99N5O13 overall.

Properties
Total charge ... 0
SMILES ... COCCNCCOC.COCCNCCOC.COCCNCCOC.COCCNCCOC.COCCNCCOC.CC(C)O.CC(C)O.CC(C)O
ΔE to the lowest compared entry with this formula, charge and spin ... 0.244 eV
2S+1 ... 1
Kohn-Sham gap ... 8.820 eV
LUMO energy ... 0.514 eV

Atoms and positions in Å:
1 C -1.060 -3.918 -2.163
2 O 0.255 -3.637 -2.602
3 C 0.999 -4.801 -2.664
4 C 2.441 -4.447 -2.961
5 N 3.225 -4.294 -1.768
6 C 3.064 -3.168 -0.936
7 C 3.485 -1.893 -1.593
8 O 4.870 -2.020 -1.860
9 C 5.419 -0.871 -2.481
10 H -1.609 -2.986 -2.242
11 H -1.064 -4.242 -1.087
12 H -1.516 -4.697 -2.801
13 H 0.754 -5.396 -3.536
14 H 0.906 -5.417 -1.766
15 H 2.510 -3.611 -3.681
16 H 2.857 -5.341 -3.468
17 H 4.215 -4.340 -1.962
18 H 3.622 -3.425 -0.030
19 H 2.032 -3.020 -0.609
20 H 3.278 -1.060 -0.922
21 H 2.941 -1.731 -2.552
22 H 6.452 -1.082 -2.738
23 H 5.385 -0.003 -1.812
24 H 4.860 -0.616 -3.390
25 C -0.197 -0.795 -4.505
26 O 0.483 0.418 -4.362
27 C 1.609 0.544 -5.249
28 C 2.296 1.865 -4.977
29 N 3.213 1.761 -3.814
30 C 2.471 1.630 -2.536
31 C 1.749 2.898 -2.062
32 O 2.575 4.020 -1.692
33 C 3.270 3.683 -0.515
34 H -0.328 -1.010 -5.565
35 H -1.159 -0.687 -4.025
36 H 0.339 -1.646 -4.066
37 H 1.189 0.442 -6.265
38 H 2.319 -0.246 -5.048
39 H 1.518 2.585 -4.773
40 H 2.819 2.190 -5.869
41 H 3.953 2.449 -3.850
42 H 3.209 1.362 -1.769
43 H 1.716 0.851 -2.552
44 H 1.117 2.664 -1.173
45 H 1.159 3.291 -2.900
46 H 4.133 3.037 -0.721
47 H 2.621 3.164 0.222
48 H 3.636 4.593 -0.058
49 C 0.865 3.335 3.085
50 O 1.716 2.200 3.319
51 C 2.349 2.369 4.581
52 C 3.243 1.153 4.808
53 N 4.523 1.274 4.001
54 C 4.499 1.139 2.528
55 C 4.439 -0.289 2.046
56 O 5.424 -1.116 2.757
57 C 5.710 -2.339 2.148
58 H 0.103 3.409 3.866
59 H 0.384 3.218 2.122
60 H 1.465 4.262 3.058
61 H 1.604 2.361 5.387
62 H 2.982 3.260 4.621
63 H 2.632 0.250 4.585
64 H 3.547 1.118 5.877
65 H 5.222 0.642 4.381
66 H 5.430 1.665 2.237
67 H 3.682 1.650 2.030
68 H 4.635 -0.311 0.978
69 H 3.426 -0.621 2.219
70 H 4.835 -3.040 2.183
71 H 6.517 -2.812 2.729
72 H 5.993 -2.229 1.111
73 C -1.343 1.065 5.296
74 O -2.203 -0.017 4.828
75 C -2.334 -1.036 5.784
76 C -3.092 -2.232 5.214
77 N -2.374 -2.632 4.004
78 C -3.071 -3.673 3.202
79 C -2.372 -3.908 1.896
80 O -2.252 -2.707 1.148
81 C -3.483 -2.406 0.429
82 H -1.294 1.736 4.417
83 H -0.335 0.725 5.566
84 H -1.830 1.613 6.123
85 H -2.892 -0.594 6.614
86 H -1.337 -1.396 6.093
87 H -4.114 -1.834 5.002
88 H -3.084 -3.015 5.990
89 H -2.253 -1.810 3.425
90 H -4.118 -3.450 2.979
91 H -3.002 -4.616 3.745
92 H -2.818 -4.747 1.320
93 H -1.302 -4.123 2.123
94 H -3.381 -1.421 -0.052
95 H -4.330 -2.332 1.130
96 H -3.662 -3.175 -0.335
97 C -2.561 6.791 -6.915
98 O -2.851 5.433 -6.813
99 C -4.221 5.100 -7.105
100 C -4.386 3.577 -6.906
101 N -4.495 3.149 -5.481
102 C -3.185 3.125 -4.788
103 C -3.217 2.321 -3.507
104 O -3.555 0.947 -3.789
105 C -3.649 0.120 -2.645
106 H -1.540 6.922 -6.591
107 H -3.204 7.421 -6.284
108 H -2.709 7.124 -7.942
109 H -4.467 5.320 -8.145
110 H -4.898 5.675 -6.464
111 H -3.644 2.993 -7.485
112 H -5.387 3.362 -7.331
113 H -4.960 2.236 -5.467
114 H -2.985 4.160 -4.574
115 H -2.362 2.757 -5.403
116 H -3.949 2.671 -2.765
117 H -2.214 2.328 -3.095
118 H -3.768 -0.915 -2.950
119 H -4.546 0.409 -2.080
120 H -2.771 0.187 -1.993
121 C 1.302 -3.025 3.986
122 C 0.956 -4.114 4.925
123 C 1.250 -3.831 6.383
124 O -0.455 -4.468 4.756
125 H 2.388 -2.865 3.932
126 H 0.867 -2.054 4.265
127 H 0.965 -3.255 2.976
128 H 1.541 -5.012 4.654
129 H 2.310 -3.654 6.640
130 H 0.970 -4.663 7.021
131 H 0.739 -2.951 6.773
132 H -0.984 -3.649 4.640
133 C -4.849 1.123 2.902
134 C -4.250 2.304 2.200
135 C -4.160 2.067 0.767
136 O -4.993 3.553 2.292
137 H -5.813 0.792 2.505
138 H -5.077 1.365 3.970
139 H -4.212 0.248 2.931
140 H -3.240 2.464 2.598
141 H -5.143 1.807 0.382
142 H -3.467 1.253 0.503
143 H -3.818 2.980 0.304
144 H -5.066 3.740 3.228
145 C -0.740 0.141 1.605
146 C 0.456 -0.280 0.804
147 C 0.119 -0.547 -0.596
148 O 1.495 0.743 0.805
149 H -1.475 -0.654 1.537
150 H -1.193 1.101 1.317
151 H -0.433 0.270 2.616
152 H 0.864 -1.163 1.317
153 H -0.539 -1.395 -0.768
154 H 1.044 -0.698 -1.166
155 H -0.351 0.349 -1.024
156 H 1.532 1.155 1.690

***

Entry 6:
DFT (ωB97M-V/def2-TZVPD) results for a 2-piece molecular cluster, C2Cl2F3NO overall.

Properties
Total charge ... 0
ΔE to the lowest compared entry with this formula, charge and spin ... 3.269 eV
2S+1 ... 1
Kohn-Sham gap (spin up / spin down) ... 6.102 / 6.111 eV
LUMO energy (spin up / spin down) ... -1.817 / -1.806 eV

Atoms and positions in Å:
1 C -0.470 0.802 0.036
2 C 0.608 0.284 0.931
3 N -0.254 -0.918 -2.133
4 O -0.390 -1.993 -1.773
5 F -1.723 0.634 0.505
6 F 0.290 -0.932 1.400
7 F 0.844 1.055 2.020
8 Cl -0.209 2.290 -0.746
9 Cl 2.136 0.164 0.007

***

Entry 7:
DFT (ωB97M-V/def2-TZVPD) results for an isolated molecule of C6H14N2.

Properties
Total charge ... 0
SMILES ... C=C(C)N(C)N(C)C
ΔE to the lowest compared entry with this formula, charge and spin ... 3.126 eV
2S+1 ... 1
Kohn-Sham gap ... 8.661 eV
LUMO energy ... 0.970 eV

Atoms and positions in Å:
1 C 0.248 1.979 0.587
2 C 0.824 0.840 0.195
3 C 2.458 0.723 0.417
4 N 0.340 -0.311 -0.347
5 C 1.008 -1.190 -1.302
6 N -1.151 -0.639 -0.064
7 C -1.443 -1.052 1.288
8 C -2.203 -0.010 -0.820
9 H 0.841 2.805 0.961
10 H -0.805 2.161 0.430
11 H 2.943 0.852 -0.552
12 H 2.777 1.504 1.110
13 H 2.727 -0.240 0.855
14 H 1.574 -0.610 -2.037
15 H 0.285 -1.823 -1.827
16 H 1.682 -1.868 -0.768
17 H -2.247 -1.802 1.281
18 H -1.753 -0.209 1.918
19 H -0.592 -1.542 1.772
20 H -1.845 0.394 -1.773
21 H -2.694 0.798 -0.266
22 H -2.973 -0.757 -1.058